(1)
# C4H8N2O

An isolated molecule of C4H8N2O (ωB97M-V/def2-TZVPD, the OMol25 dataset).

```
15
C4H8N2O, DFT ωB97M-V/def2-TZVPD
C 0.79 -0.52 -0.43
C -1.21 0.75 0.63
N -0.08 0.84 1.31
H -1.62 2.51 -0.42
H 1.54 -0.57 -1.22
H -0.52 -2.12 -1.02
C 0.11 -1.84 -0.17
C 0.94 0.48 0.51
H -1.53 1.12 -1.37
H -2.06 0.28 1.12
H -0.50 -1.81 0.73
O 2.06 1.26 0.61
N -1.56 1.50 -0.44
H 0.84 -2.65 -0.05
H 2.80 0.77 0.22
```

Properties
Molecular weight: 100.12 g mol⁻¹
E: -9302.4334 eV
LUMO (spin up / spin down): 0.1 / 0.1 eV


(2)
# C4H8N2O

An isolated molecule of C4H8N2O (ωB97M-V/def2-TZVPD, the OMol25 dataset).

```
15
C4H8N2O, DFT ωB97M-V/def2-TZVPD
C 1.02 1.75 0.24
H 1.14 -2.01 -0.37
N 0.18 -1.73 -0.52
C 0.01 -0.44 0.00
H -3.18 0.13 -0.31
H -2.27 -1.11 -0.99
H 1.85 2.38 0.56
H -0.49 -2.37 -0.10
H 3.06 0.42 0.35
H 0.21 2.31 -0.21
C -1.23 0.10 0.20
O 2.37 -0.25 0.29
N -2.41 -0.51 -0.18
C 1.16 0.41 0.14
H -1.41 0.92 0.89
```

Properties
Molecular weight: 100.12 g mol⁻¹
E: -9304.1599 eV
LUMO: 0.9 eV


(3)
# C4H8N2O2

An isolated molecule of C4H8N2O2 (ωB97M-V/def2-TZVPD, the OMol25 dataset).

```
16
C4H8N2O2, DFT ωB97M-V/def2-TZVPD
C -1.20 0.16 0.38
N 0.14 0.54 0.24
H 2.76 -0.97 -1.33
N -0.02 -1.07 -1.30
H -2.27 -0.76 -1.35
C 0.88 -0.58 -0.29
H 3.09 0.07 -0.11
H 0.01 -0.34 -2.04
H -1.56 -1.76 -0.09
O -1.92 0.73 1.25
H 2.42 0.67 -1.62
C 2.36 -0.17 -0.89
O 0.61 1.16 1.35
H 1.05 -1.31 0.43
H -0.15 1.69 1.74
C -1.31 -0.86 -0.70
```

Properties
Molecular weight: 116.12 g mol⁻¹
E: -11350.4792 eV
LUMO: 0.9 eV


(4)
# C4H8N2O2

A structure of composition C4H8N2O2 (ωB97M-V/def2-TZVPD, the OMol25 dataset).

```
16
C4H8N2O2, DFT ωB97M-V/def2-TZVPD
H -1.97 -1.62 -0.78
C -2.44 -0.95 -0.03
C 1.28 1.99 0.11
C -0.44 0.27 0.04
H 1.87 -2.98 0.14
H 2.33 1.15 -0.15
O -1.85 0.28 0.02
N 1.47 -0.65 -0.04
H 1.27 2.29 1.56
H -2.36 -1.41 1.09
H 1.01 3.07 -0.41
O -0.14 1.54 -0.30
N 0.12 -0.82 0.24
H 3.15 -1.55 -0.50
H -3.45 -0.64 -0.34
C 2.11 -1.74 -0.08
```

Properties
Molecular weight: 116.12 g mol⁻¹
E: -11346.0602 eV
LUMO: 0.8 eV


(5)
# C4H8N2O2

A cluster of 2 separate species, C4H8N2O2 in total (ωB97M-V/def2-TZVPD, the OMol25 dataset).

```
16
C4H8N2O2, DFT ωB97M-V/def2-TZVPD
O 1.86 0.50 -0.64
H 2.43 -1.18 1.34
H -2.41 0.27 -1.88
O -1.81 -0.20 0.69
H 3.73 0.33 -1.28
N 1.54 -1.30 0.92
N -1.50 -0.06 -1.62
C -3.34 -0.03 0.79
C 3.24 0.69 -0.41
C -1.20 -0.32 -0.47
H -3.51 1.06 0.60
H 3.71 -0.02 0.39
H 3.63 1.76 -0.19
H -4.00 -0.59 0.00
H -3.60 -0.43 1.71
C 1.23 -0.49 0.03
```

Properties
Molecular weight: 116.12 g mol⁻¹
E: -11347.0000 eV
LUMO (spin up / spin down): 0.1 / 0.1 eV


(6)
# C4H8N2O2

A cluster of 2 separate species, C4H8N2O2 in total (ωB97M-V/def2-TZVPD, the OMol25 dataset).

```
16
C4H8N2O2, DFT ωB97M-V/def2-TZVPD
C -0.57 0.25 -0.72
C 1.23 -0.92 0.99
H 1.09 0.29 -1.87
H -0.92 2.36 -0.75
O 1.26 -0.18 2.10
N -1.49 -0.54 -0.30
H 0.10 -1.01 -2.15
H -0.80 1.66 0.87
H 0.29 -1.60 1.00
H -2.87 -1.81 0.33
N 0.13 -0.03 -1.89
C -0.40 1.62 -0.14
O 2.08 -0.91 0.14
H 0.66 1.89 -0.11
H 2.04 0.41 2.08
C -1.83 -1.50 0.40
```

Properties
Molecular weight: 116.12 g mol⁻¹
E: -11350.6371 eV
LUMO: 0.7 eV


(7)
# C4H8N2O2

A structure of composition C4H8N2O2 (ωB97M-V/def2-TZVPD, the OMol25 dataset).

```
16
C4H8N2O2, DFT ωB97M-V/def2-TZVPD
C -0.06 -0.82 2.25
H -0.99 -1.37 2.41
H -1.17 0.29 0.29
O 1.26 -1.75 0.46
H -0.22 0.23 2.48
H 0.37 2.43 -1.71
C -0.82 -0.37 -1.92
H 1.41 0.02 -1.21
C 0.38 -1.01 0.82
N -0.39 -0.24 -0.09
H 0.98 2.31 -0.17
O -0.73 -1.40 -2.52
H 0.70 -1.22 2.91
N 0.31 1.93 -0.83
H -1.50 0.45 -2.19
C 0.46 0.52 -0.98
```

Properties
Molecular weight: 116.12 g mol⁻¹
E: -11350.1819 eV
LUMO: 0.7 eV


(8)
# C4H8N2O2

An isolated molecule of C4H8N2O2 (ωB97M-V/def2-TZVPD, the OMol25 dataset).

```
16
C4H8N2O2, DFT ωB97M-V/def2-TZVPD
H -2.33 0.30 -0.18
C -1.93 -0.51 0.44
H -0.42 2.24 -0.93
H 3.31 -0.78 -0.50
H -0.59 -2.58 -0.73
O 1.48 0.18 -0.86
C 0.02 1.81 -0.06
O 2.19 -0.62 1.11
H -2.41 -1.46 0.26
H 1.01 2.19 0.18
N 0.02 -1.79 -0.57
C 2.35 -0.50 -0.07
N 0.32 0.40 -0.19
H -0.68 2.04 0.79
C -0.49 -0.73 -0.19
H -1.85 -0.19 1.51
```

Properties
Molecular weight: 116.12 g mol⁻¹
E: -11350.4554 eV
LUMO: 0.9 eV


(9)
# C4H8N2O2

An isolated molecule of C4H8N2O2 (ωB97M-V/def2-TZVPD, the OMol25 dataset).

```
16
C4H8N2O2, DFT ωB97M-V/def2-TZVPD
H 1.36 -1.94 -0.51
C -0.36 0.56 0.02
C 0.97 0.28 -0.02
H 2.78 0.70 0.13
N 1.91 1.25 0.12
H 1.97 1.80 -0.68
N -2.88 0.43 0.18
H 1.44 -1.29 1.28
O -1.76 -1.28 -0.92
H -0.55 1.63 -0.15
C -1.56 -0.34 0.01
H -2.97 1.29 -0.42
H -1.57 -0.75 1.03
C 1.68 -1.09 0.09
H -3.53 -0.28 -0.14
O 3.06 -0.97 -0.03
```

Properties
Molecular weight: 116.12 g mol⁻¹
E: -11344.6670 eV
LUMO: -4.3 eV


(10)
# C4H8N2O2

An isolated molecule of C4H8N2O2 (ωB97M-V/def2-TZVPD, the OMol25 dataset).

```
16
C4H8N2O2, DFT ωB97M-V/def2-TZVPD
C 0.34 -0.33 1.04
N 1.12 1.24 -0.63
H -0.44 0.57 2.68
O -0.01 -0.86 -1.27
C 0.89 -0.14 -0.37
H -1.78 -0.17 -0.42
C 0.18 -1.57 1.43
H 0.26 1.77 -0.55
O 0.02 -2.66 1.83
N -0.09 0.82 1.76
H -1.89 -1.08 -1.96
H 1.83 -0.69 -0.50
H 0.68 1.47 1.85
H 1.53 1.38 -1.54
H -1.32 0.61 -1.95
C -1.32 -0.34 -1.40
```

Properties
Molecular weight: 116.12 g mol⁻¹
E: -11351.1295 eV
LUMO: 0.7 eV


(11)
# C4H8N2O2

A cluster of 2 separate species, C4H8N2O2 in total (ωB97M-V/def2-TZVPD, the OMol25 dataset).

```
16
C4H8N2O2, DFT ωB97M-V/def2-TZVPD
H 1.32 -2.42 -1.13
H 0.80 -0.68 -2.45
H -0.96 -1.62 2.38
H 1.34 1.21 -0.15
C 0.84 0.99 -1.11
C 0.00 1.81 -1.75
O -0.65 1.15 1.19
C -0.76 -0.11 1.12
H -0.60 2.43 -1.12
O -1.22 -0.85 0.19
H 1.28 -1.24 0.35
N 1.00 -0.41 -1.50
H -0.29 -0.30 3.14
C 1.19 -1.41 -0.71
H -0.27 1.59 -2.80
N -0.32 -0.88 2.28
```

Properties
Molecular weight: 116.12 g mol⁻¹
E: -11350.1601 eV
LUMO: -0.9 eV


(12)
# C4H8N2O2

An isolated molecule of C4H8N2O2 (ωB97M-V/def2-TZVPD, the OMol25 dataset).

```
16
C4H8N2O2, DFT ωB97M-V/def2-TZVPD
O -3.12 0.28 -0.38
H -0.31 0.76 1.54
N -1.11 -0.33 0.36
C 1.37 -0.52 0.03
C 1.14 0.70 -0.82
H -0.27 -1.91 -0.75
C -0.03 -1.26 0.22
O 0.13 1.62 -0.10
H 1.63 -0.45 1.12
H -1.64 1.98 0.81
C -0.70 1.09 0.78
H 0.97 0.20 -1.93
H 2.05 1.16 -0.90
H 1.96 -1.24 -0.50
N -2.10 -0.39 -0.56
H 0.04 -1.69 1.08
```

Properties
Molecular weight: 116.12 g mol⁻¹
E: -11346.4230 eV
LUMO: 0.8 eV